6 unconnected molecules or ions with the total composition C27H55N2O14S6 in a non-equilibrium geometry. Source: OMol25; level of theory: ωB97M-V with the def2-TZVPD basis set.

Its molar mass is 824.139 g/mol. The calculation puts the LUMO energy at -3.82 eV. For the gap between HOMO and LUMO, the calculation gives 7.8 eV. As for the energy above the lowest of the compared OMol25 structures with the same formula, charge and spin: 7.1 kcal/mol.

ORCA input file:
```
! wB97M-V def2-TZVPD RIJCOSX def2/J DEFGRID3
* xyz 1 1
C 0.3457 0.9026 -3.8764
O 0.2577 -0.3423 -4.5553
C -1.0524 -0.8053 -4.4224
C -1.2918 -2.0482 -5.2627
C -2.7681 -2.2420 -5.5809
C -3.6335 -2.4691 -4.3309
N -4.1975 -1.1801 -3.7630
N -3.6257 -0.7362 -2.5405
C -3.8971 -1.4006 -1.5176
O -3.8701 -2.0849 -0.6042
S -6.0293 -1.2046 -3.6742
C -6.5930 -1.0537 -5.3557
O -6.4437 -2.4671 -3.1643
O -6.4083 -0.0319 -2.9730
H -0.2098 1.6598 -4.4400
H -0.1009 0.8365 -2.8862
H 1.3749 1.2247 -3.7729
H -1.7437 -0.0072 -4.7540
H -1.2345 -1.0444 -3.3680
H -0.6901 -2.0198 -6.1683
H -0.9428 -2.9129 -4.6932
H -2.8472 -3.1685 -6.1478
H -3.1483 -1.4031 -6.1708
H -4.4569 -3.1328 -4.5861
H -3.0313 -2.9746 -3.5808
H -3.9815 -0.4449 -4.4457
H -6.8495 -2.0529 -5.6988
H -5.8187 -0.6559 -6.0090
H -7.4803 -0.4300 -5.3365
C -1.4278 0.9945 1.6331
C -1.9292 2.3251 2.2131
C -1.4176 3.4425 1.2918
S -1.2536 2.7061 -0.3368
O 0.1399 2.6979 -0.7088
O -2.2579 3.2482 -1.2205
C -1.7186 1.0483 0.1390
H -1.9120 0.1392 2.1038
H -0.3504 0.8925 1.7704
H -3.0217 2.3356 2.2338
H -1.5822 2.4752 3.2335
H -2.1098 4.2779 1.2286
H -0.4331 3.7969 1.5900
H -1.1456 0.3255 -0.4439
H -2.7881 0.9461 -0.0632
C 4.7374 -0.6429 0.0429
C 4.6604 0.7946 0.5773
C 3.2396 1.3044 0.3218
S 2.1926 -0.1462 0.3179
O 1.6368 -0.3078 -1.0089
O 1.3237 -0.1251 1.4794
C 3.4855 -1.3563 0.5652
H 5.6390 -1.1400 0.3649
H 4.7279 -0.6317 -1.0508
H 4.8672 0.7981 1.6485
H 5.3924 1.4412 0.1059
H 2.8920 1.9887 1.0931
H 3.1434 1.7745 -0.6552
H 3.2416 -2.2676 0.0250
H 3.5510 -1.5600 1.6303
C 5.1145 6.4472 1.7483
C 6.5829 6.5185 2.1880
C 6.9099 5.2053 2.9108
S 5.8186 3.9617 2.2077
O 4.9059 3.5009 3.2248
O 6.5895 3.0321 1.4211
C 4.9379 5.0721 1.1121
H 4.8615 7.2431 1.0502
H 4.4608 6.5415 2.6179
H 7.2214 6.6245 1.3093
H 6.7701 7.3749 2.8331
H 7.9384 4.8904 2.7571
H 6.6949 5.2638 3.9759
H 3.9007 4.7529 1.0361
H 5.4201 5.0200 0.1364
C 6.7898 -5.0658 4.4940
C 6.3142 -3.7464 5.1181
C 6.7075 -2.6167 4.1570
S 6.7410 -3.3489 2.5157
O 8.0894 -3.3170 2.0168
O 5.6513 -2.8184 1.7246
C 6.3538 -5.0174 3.0328
H 6.3698 -5.9302 5.0048
H 7.8776 -5.1347 4.5547
H 5.2292 -3.7694 5.2364
H 6.7469 -3.5868 6.1039
H 5.9927 -1.7976 4.1602
H 7.7057 -2.2362 4.3626
H 6.8798 -5.7207 2.3917
H 5.2769 -5.1512 2.9334
C -7.9342 -0.9899 -0.0884
C -7.4758 -2.0940 0.8774
C -8.1260 -1.8135 2.2379
S -9.6598 -0.9383 1.8900
O -9.5580 0.3951 2.4194
O -10.7800 -1.7833 2.1997
C -9.4403 -0.8628 0.1137
H -7.6910 -1.2230 -1.1228
H -7.4432 -0.0471 0.1660
H -7.8068 -3.0648 0.5030
H -6.3899 -2.1312 0.9660
H -8.3620 -2.7233 2.7829
H -7.5112 -1.1618 2.8551
H -9.8561 0.0701 -0.2591
H -9.9734 -1.7094 -0.3182
*
```

Atom charges from the Löwdin analysis, given in e for atoms 1 to 99: -0.08 -0.15 -0.28 -0.15 -0.16 -0.10 -0.14 0.16 -0.24 0.30 0.68 -0.07 -0.23 -0.23 0.10 0.06 0.10 0.12 0.12 0.13 0.13 0.13 0.12 0.12 0.15 0.15 0.09 0.08 0.09 -0.22 -0.20 -0.21 0.66 -0.32 -0.33 -0.24 0.12 0.07 0.11 0.12 0.10 0.11 0.09 0.09 -0.21 -0.21 -0.21 0.69 -0.34 -0.34 -0.23 0.09 0.12 0.11 0.10 0.10 0.11 0.11 0.09 -0.22 -0.21 -0.22 0.66 -0.32 -0.33 -0.23 0.12 0.12 0.12 0.12 0.10 0.11 0.10 0.11 -0.22 -0.21 -0.21 0.69 -0.30 -0.34 -0.23 0.12 0.12 0.12 0.12 0.10 0.11 0.11 0.11 -0.23 -0.21 -0.21 0.66 -0.31 -0.31 -0.22 0.07 0.12 0.12